[1]
Density functional theory data (ωB97M-V with the def2-TZVPD basis set) for C4H9NO as an isolated structure.

Structure (XYZ):
```
15
Properties=species:S:1:pos:R:3:forces:R:3:mulliken_charge:R:1
C 0.093518 1.387538 -1.259167 0.322 0.927 1.336 -0.6850
N 0.062805 0.048320 -0.875802 0.131 -0.331 -0.603 0.0093
C -1.068029 -0.586156 -0.190454 -0.132 0.006 -0.071 -0.4654
C -0.029976 -1.310896 0.719052 0.077 0.180 -0.074 -0.0997
O -0.213652 -1.286000 2.101156 -0.078 0.218 0.247 -0.5525
C 0.959982 -0.267080 0.151875 0.258 1.331 0.839 -0.4949
H -0.828963 1.688408 -1.787436 0.469 0.232 0.523 0.2994
H 0.432997 1.890797 -0.024843 -1.298 0.152 -2.672 0.1470
H 0.988233 1.633194 -1.842791 -0.244 -0.032 0.048 0.2480
H -1.685112 -1.187618 -0.865338 0.011 0.032 0.244 0.2735
H -1.695968 0.111638 0.384539 0.150 -0.018 -0.071 0.2858
H 0.101618 -2.368308 0.443912 0.260 0.466 -0.054 0.3272
H -0.050734 -0.371060 2.367864 -0.104 -0.171 0.152 0.3480
H 0.913492 1.056359 0.745489 0.444 -2.980 0.043 0.0994
H 2.019790 -0.439136 -0.068057 -0.267 -0.012 0.117 0.2599
```
Forces are in eV/Å.

Values from the calculation:
- frontier orbital gap (hartree) = 0.3799

---

[2]
Density functional theory data (ωB97M-V with the def2-TZVPD basis set) for a 2-piece molecular cluster, C4H12 overall.

Structure (XYZ):
```
16
Properties=species:S:1:pos:R:3:forces:R:3:mulliken_charge:R:1
C -0.166395 -1.312857 -0.596976 -0.631 -0.142 -0.239 -0.6161
C -0.840772 -2.675163 -0.530796 -0.239 -0.534 -0.029 -1.0502
H -0.351521 -0.849298 -1.566626 0.166 0.011 -0.073 0.2908
H -0.615497 -0.653522 0.136596 0.141 0.162 0.242 0.1503
H 0.902477 -1.378032 -0.429678 0.159 0.039 0.034 0.3075
H -0.639349 -3.185090 0.414324 0.035 0.088 0.006 0.3041
H -0.506611 -3.352150 -1.322742 0.083 0.133 0.028 0.2989
H -1.935229 -2.622166 -0.623905 0.283 0.198 0.012 0.3020
C -0.137176 1.964914 0.974994 0.614 0.448 0.224 -0.9128
C 1.160152 1.992208 0.151991 -0.320 0.234 -0.218 -0.7599
H -0.999039 1.892014 0.320144 -0.217 -0.241 0.147 0.2723
H -0.115979 1.204853 1.756278 -0.249 -0.337 -0.362 0.2711
H -0.231516 2.896525 1.536776 -0.048 0.100 -0.114 0.3457
H 2.019049 1.674804 0.730252 0.168 -0.076 0.100 0.2516
H 1.347434 3.008225 -0.189122 0.115 0.119 -0.001 0.3273
H 1.109969 1.394734 -0.761510 -0.060 -0.202 0.242 0.2175
```
Forces are in eV/Å.

Values from the calculation:
- frontier orbital gap (hartree) = 0.4696
- SMILES = CC.CC

---

[3]
Density functional theory data (ωB97M-V with the def2-TZVPD basis set) for C23H18N6O4Zr as an isolated structure.

Structure (XYZ):
```
52
Properties=species:S:1:pos:R:3:forces:R:3:mulliken_charge:R:1
Zr 0.201827 -0.399110 -0.050321 -0.210 -0.357 0.125 2.0657
C -2.904250 0.309446 -0.106519 0.035 -0.013 0.051 -0.7978
N -1.646654 1.100629 0.126050 -0.189 0.039 -0.027 -0.4106
C -1.646514 1.880585 1.402889 -0.022 0.010 -0.029 -0.9839
C -0.755884 1.219230 2.404762 0.022 0.025 0.029 0.2444
N 0.118084 0.279049 2.054731 0.132 0.032 -0.417 -0.0007
C 0.873872 -0.016488 3.212305 -0.051 0.002 -0.111 0.6192
C 1.928840 -0.901610 3.407586 -0.040 0.024 -0.064 -0.6261
C 2.460216 -0.956006 4.678916 0.001 0.009 0.032 -0.7258
C 1.958595 -0.159788 5.722434 0.022 -0.017 0.005 -0.5337
C 0.915207 0.722241 5.531633 -0.053 0.051 0.005 -0.9395
C 0.389333 0.774315 4.247482 0.020 -0.033 0.015 0.5352
N -0.640978 1.539089 3.686967 -0.046 0.051 0.121 -0.0478
C -2.661074 -1.143123 -0.422161 -0.063 -0.001 -0.079 -0.0252
N -1.483992 -1.775031 -0.366054 0.479 0.293 0.085 0.0094
C -1.720040 -3.106193 -0.765837 0.065 0.113 0.021 0.5391
C -0.845736 -4.178323 -0.901182 0.021 0.040 0.017 -0.7170
C -1.392815 -5.368587 -1.331309 -0.022 -0.016 -0.007 -0.7252
C -2.764289 -5.489258 -1.614774 0.015 -0.012 -0.002 -0.5112
C -3.634441 -4.426985 -1.481214 -0.049 0.025 -0.009 -0.9575
C -3.072587 -3.232248 -1.051857 -0.024 0.011 0.014 0.8319
N -3.623573 -1.965903 -0.821680 -0.092 -0.096 -0.043 -0.0457
H -3.462161 0.756444 -0.930666 -0.024 0.018 0.005 0.5031
H -3.540705 0.374011 0.776819 0.022 -0.004 0.033 0.5347
H -1.582209 1.783063 -0.625737 -0.023 -0.016 -0.019 0.3430
H -2.659477 2.002106 1.786919 -0.016 0.013 0.000 0.5172
H -1.262058 2.881478 1.196992 0.005 0.007 -0.017 0.4720
H 2.329989 -1.500431 2.600317 0.038 -0.029 0.016 0.3686
H 3.288087 -1.621398 4.881086 -0.006 0.001 -0.009 0.4406
H 2.408726 -0.236834 6.702557 0.000 -0.003 -0.009 0.4165
H 0.536671 1.337928 6.336186 0.008 -0.008 -0.004 0.4313
H -1.184828 2.235963 4.176567 -0.009 -0.002 -0.013 0.2554
H 0.210500 -4.088570 -0.681501 0.023 -0.041 -0.007 0.3963
H -0.755002 -6.232574 -1.455972 0.001 0.005 0.002 0.4306
H -3.147110 -6.443306 -1.949851 0.005 0.003 0.001 0.4216
H -4.688204 -4.522802 -1.704156 0.006 -0.008 0.000 0.4361
H -4.595310 -1.721366 -0.954467 0.002 0.015 0.010 0.2700
O 2.605275 0.520885 -6.579003 0.054 -0.001 -0.162 -0.6455
C 1.414924 0.710415 -6.344006 -0.077 -0.008 0.430 0.4763
O 0.389412 0.972344 -6.971723 0.034 0.001 -0.145 -0.6654
C 1.111223 0.568636 -4.792134 -0.015 0.004 -0.259 0.3093
C -0.182389 0.790616 -4.320867 0.010 0.008 0.010 -1.0524
C -0.443120 0.628653 -2.987875 0.189 0.010 -0.036 0.1625
N 0.520350 0.246975 -2.111006 -0.211 0.046 0.423 -0.2925
C 1.789942 0.027907 -2.586137 -0.053 0.034 0.299 0.6314
C 2.120618 0.187695 -3.897832 0.015 0.013 -0.033 -0.6337
C 2.763085 -0.429180 -1.538123 -0.106 0.111 -0.163 0.1341
O 3.914041 -0.615772 -1.631958 0.031 -0.040 0.041 -0.4046
O 2.048532 -0.637440 -0.317119 0.148 -0.303 -0.119 -0.5957
H -0.935167 1.073943 -5.047845 0.009 0.003 -0.010 0.5690
H -1.440815 0.782432 -2.587999 -0.006 -0.015 0.014 0.3477
H 3.120837 0.019049 -4.282911 -0.005 0.003 -0.013 0.6252
```
Forces are in eV/Å.

Values from the calculation:
- frontier orbital gap (hartree) = 0.1628
- net charge = +2

---

[4]
Density functional theory data (ωB97M-V with the def2-TZVPD basis set) for C49H60GeN3O6PRbS as an isolated structure.

Structure (XYZ):
```
122
Properties=species:S:1:pos:R:3:forces:R:3:mulliken_charge:R:1
Rb 0.899384 0.495249 0.028221 -0.016 0.135 0.395 1.1558
O 4.572618 1.119481 -0.000752 0.096 0.026 -0.750 -0.8008
C 3.739516 1.941660 0.445072 -0.263 0.912 0.867 -0.3151
N 3.072433 2.951262 -0.111169 0.302 -1.276 0.645 -0.3592
C 3.455777 3.231595 -1.456107 0.342 0.912 0.436 -0.8670
C 2.528967 2.797654 -2.539628 -0.084 -1.397 0.295 0.5534
C 2.653232 3.472605 -3.818431 -0.425 0.027 -1.987 -0.6994
C 2.140403 2.894030 -4.931405 1.328 1.103 0.045 -1.1697
C 1.436216 1.594056 -4.894665 -0.369 -0.600 0.839 0.2181
C 1.048796 1.180533 -3.436472 -0.535 -0.771 -0.510 1.2270
N 1.772685 1.776023 -2.378002 0.326 0.384 0.791 1.1454
C 3.492236 1.802722 1.949565 -0.140 -0.491 1.072 0.5996
C 4.563492 1.673931 2.881911 -0.931 0.269 -1.228 -0.6895
C 4.250358 1.476406 4.217623 0.298 -0.113 -0.069 -0.4500
C 2.923079 1.315304 4.614841 -0.043 0.369 0.105 -0.6103
C 1.942330 1.449041 3.633649 -0.084 -0.294 0.842 -0.0820
N 2.215178 1.685887 2.361871 0.493 0.229 -0.858 0.0097
H 4.463189 2.778905 -1.663660 -0.529 0.380 -0.280 0.2444
H 3.506546 4.346291 -1.521872 0.321 -0.533 -0.261 0.4030
H 3.172538 4.441008 -3.873305 -0.261 -0.552 0.049 0.3583
H 2.300537 3.383163 -5.907156 -0.203 -0.199 0.486 0.3775
H 0.572795 1.616902 -5.578021 0.186 0.024 0.274 0.5545
H -0.028495 1.148061 -3.271020 0.005 0.649 0.504 -2.0471
H 5.576251 1.737512 2.477142 -0.263 -0.028 0.377 0.4315
H 5.063585 1.431223 4.940618 -0.205 -0.089 -0.012 0.4150
H 2.657000 1.138326 5.664611 0.087 0.009 -0.559 0.3619
H 0.880488 1.326485 3.874672 0.379 -0.033 0.013 0.4133
O -1.693277 -1.770684 0.446436 0.273 -1.033 0.429 -0.3747
H -1.706645 -2.490528 1.125062 0.143 1.082 -0.628 0.2293
H -0.937786 -1.990948 -0.160838 -0.832 0.140 0.486 0.4772
O 3.100063 -3.255928 9.280019 0.274 0.059 1.049 -0.4919
C 2.282211 -2.228465 8.976525 -0.791 1.496 -0.649 0.6605
O 2.142635 -1.314569 9.772655 0.490 -1.250 -0.035 -0.6199
C 1.593662 -2.163248 7.647121 0.483 0.492 1.177 0.7518
C 1.570757 -3.156312 6.694516 -0.077 -0.454 -1.328 -0.5367
C 0.935796 -2.955592 5.458368 0.271 -0.382 0.696 -0.9249
C 0.256310 -1.745783 5.174565 0.933 0.018 1.064 -0.0107
S -0.445250 -1.416790 3.695415 -0.794 0.098 -1.648 -0.1553
C 0.267051 -0.749291 6.203561 -0.192 -0.134 0.039 -0.5245
C 0.931762 -0.943466 7.386391 -0.460 0.017 0.497 -0.6044
H 3.302159 -3.866202 8.577251 -0.343 -0.045 -0.748 0.2974
H 2.071396 -4.120787 6.834826 -0.123 0.261 0.138 0.0893
H 0.961584 -3.771150 4.720485 -0.131 0.550 0.264 0.3831
H -0.317612 0.162222 6.037143 0.335 -0.307 -0.025 0.3298
H 0.882375 -0.209217 8.213352 0.171 -0.433 -0.770 0.3552
C -6.038380 5.494265 -0.857141 -0.137 0.248 0.925 -1.1145
C -5.114328 5.710185 0.357687 -0.289 -0.141 0.085 -0.6823
C -4.409050 4.405675 0.796996 0.148 0.379 -0.444 -0.1477
C -3.194821 4.075262 -0.081987 -0.101 -0.570 -0.200 -0.8194
Ge -2.370382 2.304003 0.191123 -0.520 -0.227 1.287 0.3949
C -3.376726 1.232976 1.528661 0.514 0.030 -0.660 -0.7329
C -4.486425 0.353754 0.972795 -0.115 -0.051 0.330 0.2685
C -5.117363 -0.542710 2.022989 -0.099 -0.616 0.358 -0.4668
C -6.157640 -1.501456 1.463889 -0.068 0.423 -0.825 -1.3774
H -6.781723 6.285334 -0.992357 0.317 0.140 -0.027 0.3681
H -6.609751 4.592198 -0.715978 -0.282 -0.518 0.091 0.2844
H -5.474231 5.368345 -1.755840 0.379 0.022 -0.709 0.2665
H -5.700608 6.084043 1.213954 0.113 -0.035 -0.325 0.3668
H -4.368830 6.476055 0.106745 -0.073 -0.103 0.190 0.2901
H -5.156443 3.599642 0.813001 0.205 0.027 -0.044 0.0476
H -4.046817 4.519866 1.816038 -0.066 -0.013 0.207 0.4223
H -2.384469 4.751340 0.139621 0.171 0.631 -0.098 0.6004
H -3.417761 4.132605 -1.157421 0.029 0.175 0.334 -0.0410
H -0.928469 2.297977 0.857308 -0.586 0.383 -0.678 -0.4709
H -3.712650 1.926950 2.301207 -0.130 -0.031 0.086 0.5343
H -2.594962 0.602555 1.960761 -0.115 -0.062 0.170 0.1755
H -4.055380 -0.298074 0.204281 -0.089 0.140 -0.051 -0.1833
H -5.279496 0.963804 0.529792 0.013 0.012 -0.176 0.2848
H -5.562121 0.028494 2.836679 0.026 0.268 0.083 0.4242
H -4.353208 -1.165996 2.477916 0.413 0.098 0.143 0.2239
H -7.054917 -0.968704 1.149273 -0.173 0.101 -0.005 0.3202
H -6.466581 -2.269283 2.162464 0.084 -0.176 0.166 0.4215
H -5.757184 -1.959505 0.551070 -0.058 -0.229 0.211 0.2809
C -4.606030 1.489765 -2.214755 0.698 -0.331 -0.210 -1.5596
C -3.116211 1.426781 -2.594930 1.159 0.568 1.500 1.9319
C -2.781633 2.613388 -3.530673 -0.428 -0.800 0.153 -1.5302
C -2.787963 0.082769 -3.247617 -0.651 0.675 -0.016 -1.2368
O -2.210963 1.500876 -1.379829 -0.690 -0.476 -1.903 -0.2594
H -5.178758 1.433438 -3.139571 -0.164 0.141 -0.063 0.5382
H -4.859454 2.410967 -1.683503 0.017 -0.109 -0.029 0.1847
H -4.861985 0.616692 -1.620723 -0.082 0.101 0.112 0.3451
H -3.239786 2.380414 -4.503117 0.176 0.284 0.110 0.4384
H -1.713252 2.763972 -3.648895 0.155 -0.125 -0.006 0.1244
H -3.219907 3.530602 -3.146231 -0.016 0.113 -0.030 0.3366
H -3.317047 0.053665 -4.193100 -0.195 -0.141 -0.340 0.4492
H -3.144915 -0.740523 -2.642742 0.146 -0.180 0.268 0.3962
H -1.739551 -0.029396 -3.467993 0.431 -0.026 0.158 -0.1390
O 0.234878 -1.937456 -1.295510 -0.987 0.062 -0.116 -0.4856
P 1.523754 -2.441990 -1.806021 1.659 0.240 0.785 0.4819
C 1.342737 -4.028773 -2.674031 0.374 -0.720 -1.269 0.1670
C 1.903570 -4.302687 -3.952459 0.062 0.905 0.724 -0.1021
C 1.528027 -5.435671 -4.641939 0.464 -0.432 -0.738 -0.6275
C 0.665797 -6.360625 -4.067460 -0.201 -0.691 -0.370 -0.3006
C 0.203895 -6.201016 -2.775198 0.284 0.559 0.563 -0.7976
C 0.568069 -5.037473 -2.080162 -0.428 0.505 0.217 -0.3706
C 2.660406 -2.804345 -0.439095 0.813 -0.993 0.683 0.5726
C 3.913693 -3.446587 -0.646152 -0.273 0.409 -0.196 -0.3402
C 4.803126 -3.634870 0.412102 -0.675 -0.288 -0.768 -0.7735
C 4.414332 -3.338730 1.701139 -0.310 0.610 0.756 -0.4804
C 3.157026 -2.786566 1.976219 -0.116 -0.336 -0.931 -0.5540
C 2.277382 -2.555603 0.895987 -0.365 0.040 0.382 -0.3424
C 2.319519 -1.154074 -2.808062 1.043 -0.638 -0.200 0.1516
C 1.455318 -0.330771 -3.731317 0.066 0.382 -0.711 -0.7696
C 2.141088 0.196479 -5.040867 -1.011 -0.335 -0.005 0.0342
C 3.615343 0.114711 -5.017058 0.548 0.516 -0.389 -1.3389
C 4.315355 -0.494263 -4.049719 0.640 0.930 -0.708 -0.6099
C 3.684568 -1.104754 -2.908267 -1.375 -0.244 0.681 -0.3541
H 2.661505 -3.627494 -4.380972 -0.621 -0.151 0.156 0.3147
H 1.948773 -5.639252 -5.647152 -0.329 0.209 0.754 0.3507
H 0.376136 -7.251606 -4.635355 0.121 0.345 0.189 0.3451
H -0.420839 -6.958166 -2.290104 0.247 0.345 -0.235 0.3876
H 0.199088 -4.856470 -1.064603 0.008 -0.164 -0.355 0.3726
H 4.194683 -3.825818 -1.642125 -0.161 0.414 0.436 0.3967
H 5.769667 -4.078559 0.221312 0.042 -0.064 0.001 0.4188
H 5.111345 -3.549445 2.504674 -0.100 0.120 0.075 0.3945
H 2.816867 -2.576327 2.993667 0.118 -0.080 -0.344 0.4738
H 1.233686 -2.277706 1.163917 0.819 0.154 -0.334 0.2349
H 0.516992 -0.860222 -3.954482 0.300 0.023 -0.009 0.8636
H 1.672577 -0.273036 -5.910335 0.706 -0.253 -0.346 0.4301
H 4.114500 0.658922 -5.830336 0.067 -0.558 0.223 0.2818
H 5.409300 -0.564832 -4.123802 -0.514 0.251 0.101 0.4176
H 4.347688 -1.486516 -2.127269 -0.424 -0.299 -0.353 0.4901
```
Forces are in eV/Å.

Values from the calculation:
- frontier orbital gap (spin up / spin down) (hartree) = 0.1969 / 0.1968
- net charge = -1

---

Computed relative energy (zero: lowest compared OMol25 entry of this formula, charge and spin), in the same sequence as the records: 425.0, 9.7, 32.4, 169.0 kJ/mol.